Entry from the OMol25 dataset: a single CH5IOSi molecule (ωB97M-V/def2-TZVPD).

Geometry (Å):
C (1.046, 0.558, 0.896)
O (0.270, -0.466, 0.343)
Si (-0.626, -0.899, -0.905)
I (-2.937, 1.110, -0.784)
H (1.735, 0.867, 0.135)
H (1.649, 0.155, 1.788)
H (0.477, 1.387, 1.324)
H (-1.609, -2.069, -0.707)
H (-0.004, -0.643, -2.090)

Computed properties:
lowest unoccupied orbital energy: -0.3 eV
energy relative to the best compared isomer or geometry (same formula, charge and spin): 2.2246 eV
SMILES string: CO[SiH2]I